Entry 1:
Here is a single C5H9ClN2 molecule from OMol25. Energies are from ωB97M-V/def2-TZVPD.

XYZ file:
```
17
Properties=species:S:1:pos:R:3:forces:R:3:mulliken_charge:R:1
Cl -1.31444 1.04353 -0.66143 0.1 -0.2 -0.2 -0.2428
N 1.32355 1.40964 1.04806 0.1 0.2 -1.4 -0.5866
N 0.95263 -1.37598 -0.81066 1.3 0.1 -0.2 -0.4973
C 1.84793 -0.17727 -0.86300 1.3 -1.4 0.5 -0.4715
C -2.16746 -1.02082 0.71281 -1.1 -1.1 0.6 -0.7972
C 0.34532 -0.97880 0.43189 -1.3 2.3 -0.4 0.0609
C -1.07480 -0.42624 0.29145 0.7 0.3 -0.4 0.2878
C 1.51093 0.06220 0.62480 -0.2 -0.1 -0.4 -0.4007
H 2.92402 -0.45539 -1.08683 -1.2 0.4 0.2 0.2445
H 0.20181 -1.70720 1.17403 0.4 -1.4 1.0 0.3790
H 2.24444 -0.36601 1.26976 0.6 -0.6 0.4 0.4298
H -3.17834 -0.65557 0.45398 0.8 -0.2 0.3 0.2650
H 1.55156 0.61300 -1.53483 -0.3 0.3 -0.2 0.2706
H 0.33414 -1.45908 -1.57554 -0.7 -0.2 -0.9 0.2787
H 0.66564 1.84979 0.40319 0.2 0.2 0.8 0.2924
H -2.10757 -1.96307 1.30426 0.0 0.8 -0.5 0.2304
H 1.00509 1.41366 1.98680 -0.5 0.4 0.8 0.2569
```
Forces are in eV/Å.

LUMO energy (eV): 0.86
HOMO (eV): -9.0
Calculated total energy (eV): -20831.9328
Energy relative to the best compared isomer or geometry (same formula, charge and spin) (kJ/mol): 185.52

Entry 2:
Here is C23H53NReS2Si5Te as an isolated structure from OMol25. Energies are from ωB97M-V/def2-TZVPD.

XYZ file:
```
86
Properties=species:S:1:pos:R:3:forces:R:3:mulliken_charge:R:1
Re 0.02772 0.05678 0.47535 0.1 -0.3 0.0 0.9375
Te -2.64694 0.85049 0.58552 0.0 0.1 -0.2 0.0328
S 0.26655 -0.07297 2.79528 0.0 0.0 0.1 -0.4393
S 0.21117 1.76506 -0.80424 0.0 0.3 0.0 -0.4848
Si -0.87968 -3.08060 -0.12018 0.0 0.0 0.1 0.0783
Si -5.59580 -1.33078 0.39927 -0.1 0.0 0.0 0.4782
Si 3.08914 -0.38817 5.09480 0.0 0.0 0.0 0.1262
Si -3.79574 3.26140 -1.41998 0.0 0.0 0.0 0.2627
Si 0.80549 -1.69477 -2.33125 0.0 0.1 0.0 0.0219
N 2.07136 0.14290 1.05798 0.0 0.0 0.2 -0.1427
C 0.41853 -1.77279 -0.47481 -0.1 0.0 -0.1 -0.3789
C 4.33197 0.15598 2.58663 0.0 0.0 0.0 -0.0371
C 0.92862 -3.41745 -3.08696 0.0 0.0 0.0 -1.2595
C -5.26372 3.50143 -0.27725 0.0 0.0 0.0 -0.9827
C -4.28564 3.65879 -3.18412 0.0 0.0 0.0 -1.0895
C 4.50775 0.58307 5.83861 0.0 0.0 0.0 -1.1115
C -0.44123 -0.78893 -3.40409 0.0 -0.1 -0.1 -0.7172
C -4.41663 -0.15536 1.29985 0.1 0.0 0.0 -1.0695
C -0.09567 -4.79585 -0.17504 -0.1 0.0 0.1 -1.2084
C 3.37475 -2.22195 5.32707 0.0 0.0 0.0 -1.0541
C -2.38218 4.35212 -0.87782 0.0 0.0 0.0 -0.9440
C 3.24273 0.38984 0.48321 0.0 -0.1 0.0 -0.2039
C 1.50128 0.12813 5.92746 0.0 0.0 0.0 -0.9730
C -3.34972 1.43206 -1.34927 -0.1 -0.1 0.0 0.6781
C -7.31607 -0.70204 0.80679 0.0 0.0 0.0 -1.1366
C -2.25818 -2.94419 -1.39102 0.0 0.0 0.0 -0.0986
C 4.40899 0.40492 1.22630 0.0 0.0 0.0 -1.3895
C 2.48856 -0.91234 -2.63846 0.0 0.0 0.0 -1.1783
C -5.44472 -1.36301 -1.46821 0.0 -0.1 0.0 -1.0269
C 3.10673 -0.04952 3.23109 0.0 0.0 0.0 0.4719
C 1.99310 -0.00835 2.40022 0.0 0.0 -0.1 0.4701
C -1.60892 -3.00409 1.61486 0.0 0.0 0.0 -0.8632
C -5.44166 -3.04401 1.14650 0.0 0.0 0.0 -0.9219
H -0.69239 0.19666 -3.01609 0.0 0.0 0.0 -0.0115
H -7.45750 0.31295 0.42713 0.0 0.0 0.0 0.2812
H 1.63753 -4.06345 -2.56768 0.0 0.0 0.0 0.3293
H -4.25037 0.84281 -1.54096 0.1 0.1 0.0 -0.6369
H -2.32222 -3.82714 1.71702 0.0 0.0 0.0 0.3465
H -7.48861 -0.68071 1.88509 0.0 0.0 0.0 0.3166
H -4.07941 -0.64732 2.21683 0.0 0.0 0.0 0.5922
H 5.35409 0.60494 0.74258 0.0 0.0 0.0 0.4001
H 2.41080 0.17219 -2.73770 0.0 0.0 0.1 0.2927
H 0.00049 -5.19846 -1.18104 0.0 0.0 0.0 0.3826
H -5.50263 -2.98592 2.23589 0.0 0.0 0.0 0.3289
H -5.90137 -2.28272 -1.84258 0.0 0.0 0.0 0.3844
H -2.58583 1.13104 -2.06593 0.0 0.0 0.0 -0.0398
H -5.00338 3.25705 0.75552 0.0 0.0 0.0 0.2867
H -3.23775 -3.12515 -0.95306 -0.1 -0.1 0.1 0.2241
H -1.35970 -1.36401 -3.54107 0.1 0.1 0.0 0.3719
H -5.98468 -0.52712 -1.91881 0.0 0.0 0.0 0.4561
H 2.54980 -2.79849 4.90344 0.0 0.0 0.0 0.3215
H 4.29512 -2.54551 4.83697 0.0 0.0 0.0 0.3410
H -2.06262 4.11426 0.13904 0.0 0.0 0.0 0.3042
H 3.20734 -1.14716 -1.85327 0.0 -0.1 0.0 0.3873
H 1.24952 1.16850 5.71565 0.0 0.0 0.0 0.3467
H 4.50541 0.46634 6.92448 0.0 0.0 0.0 0.3345
H 3.45129 -2.47268 6.38723 0.0 0.0 0.0 0.3404
H -3.44077 3.51627 -3.86111 0.0 0.0 0.0 0.3163
H -2.12344 -3.66859 -2.19710 0.0 0.0 0.0 0.4711
H 2.89327 -1.30350 -3.57506 0.0 0.0 0.0 0.3834
H 1.62254 0.02387 7.00878 0.0 0.0 0.0 0.3330
H 5.24697 0.14943 3.16784 0.0 0.0 0.0 0.2739
H -2.69248 5.39979 -0.89987 0.0 0.0 0.0 0.3386
H -2.12725 -2.07667 1.85923 0.0 0.0 0.0 -0.0550
H -0.03635 -3.92576 -3.11870 0.0 0.0 0.0 0.3279
H -4.51056 -3.55040 0.90053 0.1 0.0 0.0 0.1261
H 4.41243 1.64798 5.61768 0.0 0.0 0.0 0.3589
H -0.70926 -5.48959 0.40606 0.0 0.0 0.0 0.3419
H -8.08410 -1.33548 0.35798 0.0 0.0 0.0 0.3115
H -4.62279 4.69220 -3.28548 0.0 0.0 0.0 0.3315
H -0.82250 -3.14757 2.36051 0.0 0.0 0.0 0.3319
H 0.89942 -4.78653 0.27648 0.0 0.0 0.0 0.3241
H 0.00584 -0.65948 -4.39438 0.0 0.0 0.0 0.4646
H -1.51606 4.23760 -1.53024 0.0 0.0 0.0 0.2725
H 0.65750 -0.48911 5.62186 0.0 0.0 0.0 0.2826
H -5.09654 3.00853 -3.51987 0.0 0.0 0.0 0.3282
H 1.37814 -2.14041 -0.06483 0.0 0.0 -0.1 0.0438
H -5.60632 4.53805 -0.29433 0.0 0.0 0.0 0.3726
H -2.27295 -1.94693 -1.83423 0.0 0.0 0.1 -0.6190
H 5.48232 0.24870 5.47885 0.0 0.0 0.0 0.3287
H -6.26656 -3.67282 0.80335 0.0 0.0 0.0 0.3555
H -4.41625 -1.33765 -1.82194 0.0 0.0 0.0 0.1512
H -6.10446 2.86962 -0.57447 0.0 0.0 0.0 0.2571
H -5.01890 0.69484 1.62919 0.0 0.0 0.0 0.6341
H 3.22422 0.57859 -0.57834 0.0 0.0 0.0 0.6939
H 1.27300 -3.30446 -4.11853 0.0 0.0 0.0 0.3916
```
Forces are in eV/Å.

Multiplicity: 2
LUMO energy (alpha / beta) (eV): -0.11 / -0.31
HOMO (alpha / beta) (eV): -6.9 / -7.1
Calculated total energy (eV): -96688.6999
⟨S²⟩: 0.758
Energy relative to the best compared isomer or geometry (same formula, charge and spin) (kJ/mol): 24.15

Entry 3:
Here is C25H28F5O2V as an isolated structure from OMol25. Energies are from ωB97M-V/def2-TZVPD.

XYZ file:
```
61
Properties=species:S:1:pos:R:3:forces:R:3:mulliken_charge:R:1
V -0.48923 -0.89672 1.06408 -0.3 3.6 2.5 0.6513
F 1.96704 3.79023 3.03356 0.2 -0.8 0.4 -0.2582
F 2.24244 3.10033 5.73625 -0.7 -0.9 -0.6 -0.2603
F 1.01811 0.73244 6.50985 -0.3 0.2 -0.3 -0.2927
F 1.61397 1.90238 1.41006 -0.1 -0.5 1.1 -0.3458
F -0.66998 -0.52475 4.83829 0.7 -0.3 -0.3 -0.3996
O -0.56491 -0.58909 -2.01240 -0.9 1.8 -2.2 -0.4645
O 2.52710 2.23694 -2.03115 -1.1 -0.4 -0.1 -0.5689
C -1.49498 -2.47741 -3.09471 0.1 -0.1 -0.5 -1.0490
C 1.55813 2.60605 3.52036 -0.1 0.3 0.1 0.0842
C 1.64489 -1.87282 1.55487 -0.6 0.1 -0.6 -0.3594
C 0.47619 3.35134 -1.47111 -0.3 -0.6 -0.8 -0.6274
C 0.56000 -2.37470 2.33177 0.2 -1.3 -0.5 -0.3629
C 0.26377 0.30929 4.30041 0.1 0.7 0.3 0.4029
C -2.54598 -1.60177 0.98051 -0.6 0.8 -0.4 -0.8722
C -0.35114 -1.47066 -3.16942 0.1 -0.5 -1.0 1.0176
C 1.02410 -2.09462 -3.34160 -0.4 -0.2 0.2 -1.7358
C 1.29928 -1.99781 0.17515 -0.4 -1.1 0.8 -0.8076
C 0.40446 0.46317 2.92226 -0.1 0.3 -0.8 0.3243
C -0.35421 -3.00467 1.43862 0.7 -0.6 -0.1 -0.7402
C 0.05462 -2.71991 0.10054 0.9 -0.3 0.3 0.2519
C 1.09838 1.62570 2.64553 1.0 0.5 -0.7 0.0744
C 0.44927 1.97007 -0.79489 0.2 -0.4 0.0 2.0946
C 1.92675 3.53081 -1.93231 0.4 0.6 1.0 -0.6545
C -2.26032 0.18946 2.42655 -0.3 -0.8 -0.2 -0.2882
C 1.85035 1.34605 -1.11620 0.0 -0.1 -0.4 0.8872
C 1.62472 2.28931 4.85454 0.0 0.2 0.3 0.6856
C -2.64495 -0.39331 0.21482 -0.5 -0.3 1.1 0.0361
C -1.25873 0.36298 -3.05655 0.1 0.1 0.5 -0.0359
C -2.28042 -1.23986 2.35510 -0.4 0.2 -0.4 -0.1183
C 0.98534 1.09854 5.21811 -0.2 -0.4 0.6 -0.2884
C -0.63245 -0.37015 -4.22411 0.1 -0.1 0.4 -0.6596
C -2.48359 0.71011 1.11712 0.6 -0.9 -0.1 -0.8902
H 2.52642 1.17199 -0.25684 -0.6 0.3 -0.4 0.2631
H -1.51987 -3.10996 -3.98944 0.0 0.0 0.2 0.4278
H -2.26532 -1.93931 3.19675 0.1 0.5 -0.4 0.4880
H 1.99572 4.07066 -2.89211 0.1 -0.4 0.4 0.4192
H 0.00830 4.16322 -0.90127 0.5 -0.1 0.0 0.3714
H 1.83994 -1.39529 -3.12663 -0.2 -0.1 -0.1 0.3348
H -0.90444 1.40742 -3.03477 -0.4 -0.5 0.7 -0.2052
H -2.36545 0.28430 -3.03937 0.7 0.1 0.5 0.3558
H 1.08068 -2.38686 -4.40079 0.2 0.0 0.3 0.4467
H -1.18499 -3.62985 1.73742 0.1 0.2 -0.1 0.6003
H 2.47769 4.08828 -1.16140 0.0 0.1 -0.2 0.2758
H 0.25930 1.99283 0.27209 -0.2 0.4 -0.4 -0.5910
H -2.75820 -2.58754 0.57673 0.0 0.3 0.2 0.5882
H 1.92509 -1.76793 -0.68023 -0.2 0.4 0.2 0.5659
H 2.59877 -1.53166 1.95450 -0.5 0.4 -0.1 0.4977
H 0.49802 -2.44492 3.41311 0.1 0.3 -0.3 0.5721
H -0.09497 3.26019 -2.39231 -0.4 0.1 -0.1 0.2623
H 1.68682 0.35576 -1.58994 0.3 0.6 -0.1 -0.6696
H 0.25834 0.20878 -4.54784 -0.3 -0.8 0.1 0.3424
H -2.25781 0.74018 3.37028 0.4 -0.1 -0.6 0.5020
H 1.12080 -3.00366 -2.74228 0.2 0.0 0.0 0.3088
H -0.34920 1.34515 -1.19598 0.3 0.2 -0.1 -1.5258
H -1.26128 -0.62918 -5.09774 0.3 0.1 0.6 0.3119
H -3.05240 -0.32801 -0.79186 0.7 0.0 0.1 0.5929
H -0.43787 -3.03048 -0.80823 0.2 0.1 0.3 0.0755
H -2.45623 -1.94091 -3.01826 0.4 -0.3 0.0 0.2952
H -1.36706 -3.12156 -2.21835 -0.3 0.1 -0.4 0.2756
H -2.55887 1.77139 0.86086 0.2 -0.5 0.1 0.3879
```
Forces are in eV/Å.

Multiplicity: 2
LUMO energy (alpha / beta) (eV): -4.87 / -4.32
HOMO (alpha / beta) (eV): -11.7 / -11.7
Total charge: +1
Calculated total energy (eV): -69736.5577
⟨S²⟩: 0.838
Energy relative to the best compared isomer or geometry (same formula, charge and spin) (kJ/mol): 167.74

Entry 4:
Here is a single C24H25ClN2O2 molecule from OMol25. Energies are from ωB97M-V/def2-TZVPD.

XYZ file:
```
54
Properties=species:S:1:pos:R:3:forces:R:3:mulliken_charge:R:1
Cl -6.60488 0.74954 1.29138 0.0 0.0 0.0 -0.2069
O 0.56707 -1.59044 -1.75667 0.3 -0.3 -0.1 -0.6674
O -2.08099 -1.33115 0.68375 -0.6 0.2 0.2 -0.4681
N -0.25339 0.74995 -0.39083 -0.1 -0.1 0.1 0.5677
N -3.13743 1.38924 2.29529 0.2 0.2 0.3 -0.6155
C 5.51748 -1.02721 0.42165 0.1 -0.2 0.0 -0.7673
C 4.28932 -2.71139 1.61745 -0.3 0.0 0.1 -0.7074
C -3.91069 -2.34025 -0.58122 0.3 0.0 0.0 -0.5295
C -3.64145 0.56499 1.67802 0.2 0.3 0.3 -0.0528
C 3.21212 -1.87847 1.72967 0.1 -0.2 0.1 -0.7275
C -0.77536 -1.36113 -1.42645 -0.4 0.4 0.1 0.2677
C -1.06859 -1.99758 -0.04227 0.5 -0.2 -0.5 -0.6611
C 0.74309 2.53655 -1.74491 -0.2 -0.2 0.2 -2.1984
C 0.98055 2.45088 0.76428 -0.1 -0.2 -0.2 -1.9406
C -4.22038 -0.43325 0.86513 -0.1 -0.6 -0.5 0.4318
C -1.06440 0.15137 -1.42751 -0.2 -0.3 0.0 -1.0785
C -5.26802 -2.32916 -0.85241 0.0 0.2 0.1 -0.6878
C -6.11405 -1.39566 -0.27736 -0.1 0.0 0.0 -0.5192
C 3.24631 -0.57718 1.18549 0.2 0.1 -0.1 0.6692
C -5.58538 -0.44468 0.57804 0.2 -0.1 -0.1 0.3500
C -3.36940 -1.40411 0.29255 -0.3 0.1 0.1 0.8747
C 2.15007 0.30297 1.27874 0.1 0.3 0.0 -0.2447
C 0.03542 2.18003 -0.43535 0.0 0.4 0.0 1.3442
C 5.45199 -2.28254 0.95784 0.2 0.2 -0.2 -0.5324
C 2.18648 1.55899 0.72880 0.0 -0.1 0.3 0.7902
C 3.36661 1.98330 0.08624 0.2 -0.1 0.0 -0.6114
C 4.45163 1.15991 -0.01462 0.0 0.1 -0.1 -1.0255
C 4.42226 -0.14485 0.51911 -0.3 0.0 0.1 0.8672
C -1.22763 3.03883 -0.27332 0.2 -0.2 0.0 -1.8270
H 1.17041 3.53308 -1.67250 0.0 0.1 0.0 0.4050
H -7.16953 -1.39651 -0.49308 -0.1 0.0 0.0 0.4424
H 3.40870 2.98140 -0.32541 0.0 0.1 -0.1 0.3913
H 4.25550 -3.70674 2.03619 0.0 -0.1 0.0 0.3898
H 1.08563 -0.93843 -1.25984 0.0 0.0 0.1 0.3226
H 6.29432 -2.95438 0.87939 0.1 0.0 0.0 0.3898
H -0.75436 0.53483 -2.40065 -0.1 -0.1 0.0 0.4819
H -1.28298 -3.06582 -0.14635 0.0 0.1 0.1 0.5056
H -2.14747 0.32972 -1.32067 0.1 0.1 -0.1 0.2503
H 5.35207 1.49846 -0.50779 0.1 0.0 0.0 0.3866
H 6.41070 -0.69166 -0.08639 0.1 0.0 0.0 0.3909
H -0.96905 4.09392 -0.23688 0.0 0.2 0.0 0.4651
H -0.17293 -1.88867 0.57454 -0.1 0.0 -0.1 0.0511
H -5.67519 -3.06629 -1.52724 0.0 -0.1 -0.1 0.4042
H -1.90390 2.88099 -1.11159 -0.1 0.0 -0.1 0.3771
H 1.28322 3.49838 0.74299 -0.1 0.1 0.1 0.6104
H 1.54012 1.82631 -1.94994 0.1 0.0 -0.1 0.4420
H 0.04702 2.53614 -2.58031 0.0 0.0 -0.1 0.5488
H 0.42029 2.27507 1.68471 -0.1 0.1 0.1 0.4587
H 2.31645 -2.20487 2.24000 -0.1 0.0 0.1 0.4162
H -1.75088 2.77724 0.64504 0.0 0.0 0.1 0.3068
H 1.26778 -0.03132 1.80547 -0.1 0.0 0.1 0.4342
H -0.67031 0.54048 0.51125 0.0 0.0 0.0 0.1969
H -3.28083 -3.08030 -1.04693 0.1 -0.1 0.0 0.3722
H -1.37312 -1.84853 -2.20446 0.0 0.1 0.1 0.4665
```
Forces are in eV/Å.

LUMO energy (eV): 0.06
HOMO (eV): -8.0
Calculated total energy (eV): -44891.6363

Listing largest force on an atom for the structures above in their given order: 2.67 0.29 4.40 0.79 eV/Å.